## i
An isolated molecule of C2H4NPS, computed with wB97M-V/def2-TZVPD.

## Properties
SMILES: C/C=N/P=S
E_LUMO (alpha / beta): -0.89 / -0.89 eV
Kohn-Sham gap (alpha / beta): 7.6 / 7.6 eV

```
9
C2H4NPS (wB97M-V/def2-TZVPD)
C -0.375 1.222 -0.724
C -0.463 0.326 0.427
N 0.258 -0.943 0.370
P 1.501 -1.810 0.932
S 1.118 -3.692 0.937
H -1.365 1.833 -0.998
H -0.054 0.606 -1.570
H 0.495 1.956 -0.732
H -1.115 0.501 1.358
```

=====

## ii
A structure of composition C2H4NPS, computed with wB97M-V/def2-TZVPD.

## Properties
E_LUMO (alpha / beta): -0.85 / -0.85 eV
Kohn-Sham gap (alpha / beta): 7.6 / 7.6 eV

```
9
C2H4NPS (wB97M-V/def2-TZVPD)
C 0.623 -0.749 0.117
C -0.380 0.307 -0.224
N 1.545 0.454 0.090
P 3.062 1.009 -0.047
S 4.116 -0.664 0.009
H 0.572 -1.212 1.058
H 0.909 -1.368 -0.655
H -0.598 0.443 -1.236
H -0.757 0.894 0.482
```

=====

## iii
An isolated molecule of C2H4NPS, computed with wB97M-V/def2-TZVPD.

## Properties
E_LUMO (alpha / beta): -1.02 / -1.01 eV
Kohn-Sham gap (alpha / beta): 7.0 / 7.0 eV

```
9
C2H4NPS (wB97M-V/def2-TZVPD)
C -0.667 1.806 0.179
C -0.049 -0.871 -0.428
N 1.358 1.572 -0.164
P 1.631 0.009 -0.065
S -1.443 0.373 -0.193
H -1.388 2.695 0.140
H -0.137 -1.326 -1.380
H -0.347 -1.587 0.312
H 1.863 -0.505 1.266
```

=====

Of them, i has the highest stability.

=====

## i
A cluster of 3 separate species, C4H16NO2 in total, computed with wB97M-V/def2-TZVPD.

## Properties
E_LUMO: -2.74 eV
Kohn-Sham gap: 12.3 eV
total charge: +1

```
23
C4H16NO2 (wB97M-V/def2-TZVPD)
C -1.623 0.851 -1.238
C -1.153 0.330 0.116
N -0.422 -0.965 0.026
C 0.849 -0.888 -0.750
C 1.530 -2.226 -0.834
H -1.257 0.366 -2.143
H -1.359 1.869 -1.416
H -2.708 0.776 -1.327
H -0.565 1.055 0.642
H -2.010 0.156 0.694
H -1.017 -1.708 -0.319
H -0.115 -1.224 0.981
H 1.471 -0.158 -0.229
H 0.621 -0.446 -1.704
H 0.844 -3.021 -1.131
H 2.357 -2.228 -1.527
H 1.930 -2.491 0.148
H 0.914 0.337 2.516
H 0.572 -0.862 3.489
O 0.719 -0.610 2.577
H 0.713 4.047 0.061
H -0.523 3.726 0.898
O 0.233 3.315 0.472
```

=====

## ii
A cluster of 3 separate species, C4H16NO2 in total, computed with wB97M-V/def2-TZVPD.

## Properties
E_LUMO: -3.03 eV
Kohn-Sham gap: 11.7 eV
total charge: +1

```
23
C4H16NO2 (wB97M-V/def2-TZVPD)
C 0.860 1.236 0.854
C 0.314 0.000 1.702
C -0.870 -0.731 1.135
C -0.564 -2.026 0.385
N 0.190 1.433 -0.488
H 0.866 2.196 1.349
H 1.870 0.923 0.580
H 1.163 -0.605 1.998
H 0.128 0.374 2.729
H -1.503 -1.039 1.987
H -1.535 -0.114 0.506
H 0.513 -2.164 0.188
H -0.854 -1.900 -0.675
H -1.070 -2.913 0.731
H -0.635 0.813 -0.506
H 0.746 1.116 -1.290
H -0.102 2.385 -0.694
H 3.526 0.151 -1.351
H 3.500 1.729 -1.336
O 2.977 0.933 -1.464
H -2.894 -1.207 -2.563
H -3.752 -0.107 -1.860
O -2.874 -0.482 -1.917
```

=====

## iii
A cluster of 3 separate species, C4H16NO2 in total, computed with wB97M-V/def2-TZVPD.

## Properties
E_LUMO: -3.16 eV
Kohn-Sham gap: 11.3 eV
total charge: +1

```
23
C4H16NO2 (wB97M-V/def2-TZVPD)
C 0.301 1.131 0.587
C 1.534 0.290 0.426
C 1.517 -1.212 0.798
C 0.528 -2.085 0.072
N -0.766 0.976 -0.469
H -0.241 0.821 1.599
H 0.568 2.321 0.683
H 1.854 0.318 -0.622
H 2.343 0.690 1.004
H 2.531 -1.764 0.763
H 1.247 -1.196 1.846
H -0.525 -1.781 0.158
H 0.567 -3.182 0.533
H 0.773 -2.309 -0.903
H -1.302 1.810 -0.723
H -1.595 0.323 -0.174
H -0.321 0.681 -1.297
H 0.931 1.797 -2.604
H 0.933 0.404 -3.459
O 0.687 0.800 -2.669
H -3.369 -0.942 1.285
H -3.321 0.096 2.507
O -3.061 -0.008 1.592
```

=====

Of them, i has the highest stability.